# BCuH20O8

A molecular structure, BCuH20O8 (ωB97M-V with the def2-TZVPD basis set, OMol25).

Last column: Mulliken spin population.
Geometry (Å):
Cu 1.570 1.034 -0.099  0.850
B -0.289 -0.250 0.333  0.016
H -0.110 0.433 1.257  0.005
H -1.127 -1.008 0.487  0.009
H -0.584 0.481 -0.512  0.018
H 0.682 -0.838 0.083  0.006
O -3.314 -2.341 -0.796  0.000
H -3.471 -1.474 -1.187  0.000
H -2.376 -2.345 -0.580  0.000
O 0.388 2.920 -0.719  0.008
H 0.289 3.484 0.059  0.000
H -0.108 3.369 -1.417  0.001
O 1.699 0.337 -2.123  0.045
H 2.576 0.448 -2.517  0.000
H 1.081 0.386 -2.869  -0.001
O 3.179 -0.216 0.369  0.024
H 3.618 -0.313 1.226  -0.001
H 3.880 -0.349 -0.286  0.000
O -2.871 1.271 -0.414  0.001
H -1.957 0.925 -0.362  0.002
H -2.890 2.028 0.180  0.000
O -0.689 -2.860 -1.687  0.000
H -0.489 -3.730 -1.322  0.000
H -0.400 -2.235 -1.008  -0.001
O -1.745 -2.139 2.656  0.002
H -1.663 -1.545 1.894  -0.002
H -0.840 -2.314 2.930  0.000
O 1.960 2.097 1.797  0.019
H 2.025 3.049 1.952  0.001
H 1.978 1.695 2.677  -0.001

Force components x, y, z for each atom (eV/Å):
-1.525 -0.745 -0.324
0.764 0.520 0.215
0.212 0.774 1.454
-0.928 -0.717 -0.004
0.075 0.770 -1.518
1.341 -0.812 -0.386
-0.232 0.201 0.209
-0.052 -0.031 0.082
-0.252 -0.165 -0.303
0.583 0.038 0.558
-0.178 -0.019 -0.100
0.061 -0.320 -0.142
0.794 0.490 0.523
-0.135 -0.066 -0.121
-0.321 -0.011 0.392
0.420 0.306 -0.304
-0.206 0.098 0.011
-0.085 -0.134 0.070
0.451 0.091 -0.158
-0.933 0.251 0.104
-0.139 -0.101 0.044
0.452 0.110 0.136
-0.078 0.018 -0.083
0.120 -0.165 -0.100
0.066 0.118 -0.070
-0.143 -0.263 0.449
-0.046 -0.022 0.000
0.082 0.023 -0.322
0.066 -0.067 -0.136
-0.234 -0.167 -0.173

Results
E_tot in eV: -62010.5345
Spin multiplicity: 2
Maximum force in hartree/bohr: 0.0336
Gap between HOMO and LUMO (alpha / beta) in eV: 7.50 / 4.32
Charge: +1